# 1
Entry from the OMol25 dataset: C9H17BrIrNOP as an isolated structure (ωB97M-V with the def2-TZVPD basis set).

DFT total energy in hartree: -3502.2561
2S+1: 5
Expectation value of S²: 6.0128
Net charge: +1
Frontier orbital gap (alpha / beta) in eV: 6.416 / 6.007

Each line ends with the natural charge from an NBO analysis.
Cartesian coordinates (Å):
Ir  -0.1740  0.0462  -0.3604  0.056
H  -0.5479  1.0086  -1.3581  0.115
H  0.1453  0.5335  -1.6556  0.112
P  1.4414  -1.5390  -1.0077  1.165
C  3.1333  -1.3570  -0.2878  -0.957
H  3.8066  -2.1719  -0.6083  0.259
H  3.5524  -0.3856  -0.5983  0.250
H  3.0473  -1.3571  0.8113  0.254
C  0.9977  -3.2668  -0.5379  -0.947
H  0.0293  -3.5152  -1.0009  0.260
H  1.7707  -3.9852  -0.8637  0.248
H  0.8785  -3.3132  0.5565  0.256
C  1.7987  -1.7092  -2.8134  -0.951
H  2.2128  -0.7584  -3.1885  0.249
H  2.5149  -2.5262  -3.0134  0.254
H  0.8509  -1.9094  -3.3401  0.258
C  1.0220  1.2067  0.5943  0.562
O  1.7478  1.8935  1.2071  -0.439
H  -1.2584  -1.0475  -1.1438  -0.142
H  -0.2952  -0.9625  0.9504  -0.132
Br  -2.5108  5.2984  0.7973  0.267
C  -2.3809  3.4387  1.2123  -0.104
C  -3.1374  2.8935  2.2484  -0.114
C  -3.0352  1.5335  2.5344  -0.105
C  -2.1711  0.7347  1.7808  -0.035
N  -1.4246  1.2756  0.7722  -0.493
C  -1.5292  2.6096  0.4781  -0.058
H  -3.8052  3.5196  2.8262  0.232
H  -3.6240  1.0990  3.3319  0.232
H  -2.1093  -0.3199  2.0059  0.230
H  -0.9463  3.0333  -0.3290  0.219

=====

# 2
Entry from the OMol25 dataset: C31H34ClN5O4V as an isolated structure (ωB97M-V with the def2-TZVPD basis set).

DFT total energy in hartree: -3180.1029
2S+1: 2
Expectation value of S²: 0.7781
Energy above the lowest of the compared OMol25 structures with the same formula, charge and spin in kJ/mol: 25.3
Net charge: +2
Frontier orbital gap (alpha / beta) in eV: 4.528 / 5.120

Each line ends with the Mulliken spin population.
Cartesian coordinates (Å):
V  -1.0212  0.6088  1.3542  1.148
C  -5.1006  3.9499  -0.8260  0.001
O  -4.1241  2.9712  -0.4284  -0.005
C  -3.7515  2.0540  -1.3211  -0.016
C  -4.2611  1.8982  -2.6122  0.020
C  -3.7961  0.8939  -3.4543  -0.018
C  -2.8176  0.0082  -3.0420  0.013
C  -2.2871  0.1385  -1.7564  -0.009
C  -1.3107  -0.7860  -1.2710  0.040
N  -0.7320  -0.7236  -0.1103  -0.086
N  0.0595  -1.8177  0.2333  0.001
C  0.2573  -1.8218  1.4979  -0.016
O  -0.2926  -0.7468  2.1848  0.000
C  1.0033  -2.7964  2.2602  -0.008
C  1.7450  -3.7709  1.5814  -0.001
C  2.4529  -4.7093  2.3039  0.001
C  2.4236  -4.6812  3.6961  -0.003
C  1.6857  -3.7166  4.3698  0.001
C  0.9736  -2.7714  3.6555  -0.001
C  -2.7639  1.1538  -0.9225  -0.012
O  -2.2157  1.2639  0.3154  -0.029
H  -4.7490  4.5004  -1.6983  0.000
H  -5.2058  4.6207  0.0192  0.000
H  -6.0584  3.4741  -1.0336  0.000
H  -5.0361  2.5621  -2.9677  0.000
H  -4.2186  0.8063  -4.4453  0.000
H  -2.4641  -0.7756  -3.6980  0.000
H  -1.0458  -1.6434  -1.8841  -0.004
H  1.7564  -3.7824  0.4999  0.000
H  3.0277  -5.4659  1.7888  0.000
H  2.9792  -5.4203  4.2574  0.000
H  1.6654  -3.7013  5.4507  0.000
H  0.3904  -2.0254  4.1763  0.001
C  5.2302  4.8106  4.6257  0.000
C  4.9210  4.6089  3.1366  0.000
C  3.9106  5.6886  2.7339  0.000
C  6.2118  4.7908  2.3324  0.000
C  4.3245  3.1841  2.9123  0.001
O  3.1545  3.0077  3.7093  0.000
C  5.3547  2.0762  3.1977  0.000
C  4.7779  0.6595  3.3249  0.000
C  4.0681  0.3900  4.6318  0.000
C  2.7186  0.0570  4.6730  -0.001
C  2.0645  -0.1637  5.8740  0.000
C  2.7697  -0.0586  7.0632  0.000
Cl  1.9560  -0.3331  8.5638  0.000
C  4.1179  0.2605  7.0527  0.000
C  4.7545  0.4834  5.8402  0.000
C  3.8382  3.0004  1.4346  -0.003
N  2.3899  2.8184  1.3441  0.004
C  1.7289  1.6887  1.2783  0.025
N  0.4123  1.9550  1.3409  -0.052
C  0.3600  3.3345  1.4575  0.010
N  1.5406  3.8655  1.4596  0.002
H  5.6431  5.8086  4.7718  0.000
H  5.9692  4.1062  5.0084  0.000
H  4.3284  4.7434  5.2356  0.000
H  4.3121  6.6671  2.9974  0.000
H  2.9643  5.5580  3.2568  0.000
H  3.7078  5.7104  1.6619  0.000
H  6.5468  5.8247  2.4164  0.000
H  6.0816  4.5865  1.2663  0.000
H  7.0184  4.1576  2.7025  0.000
H  3.4177  2.7614  4.6042  0.000
H  5.8950  2.3111  4.1148  0.000
H  6.1024  2.0936  2.4022  0.000
H  5.6033  -0.0481  3.2190  0.000
H  4.0962  0.4381  2.4968  0.000
H  2.1607  -0.0245  3.7445  0.001
H  1.0111  -0.4092  5.9069  0.000
H  4.6623  0.3290  7.9841  0.000
H  5.8118  0.7216  5.8443  0.000
H  4.2776  2.1100  0.9883  0.001
H  4.0880  3.8500  0.8066  0.000
H  2.1829  0.7147  1.1958  -0.003
H  -0.5522  3.9048  1.5209  -0.001

=====

# 3
Entry from the OMol25 dataset: C24H22BrN5O2RuS2Se as an isolated structure (ωB97M-V with the def2-TZVPD basis set).

DFT total energy in hartree: -7218.6740
2S+1: 6
Expectation value of S²: 8.7925
Energy above the lowest of the compared OMol25 structures with the same formula, charge and spin in kJ/mol: 0.0
Net charge: -1
Frontier orbital gap (alpha / beta) in eV: 6.051 / 6.377

Each line ends with the natural charge from an NBO analysis.
Cartesian coordinates (Å):
Ru  -0.1288  -0.1018  -0.8948  0.883
O  1.9488  3.4944  -0.6585  -0.688
C  2.9679  3.2458  0.1828  0.334
C  3.8397  4.2862  0.4986  -0.282
C  4.9154  4.0674  1.3438  -0.200
C  5.1484  2.8075  1.8787  -0.278
C  4.2764  1.7744  1.5598  -0.200
C  3.1809  1.9738  0.7343  -0.069
C  2.1963  0.8578  0.4705  0.225
O  1.6258  0.9508  -0.7869  -0.802
N  1.1125  0.9523  1.4501  -0.511
N  0.1888  -0.1360  1.1490  -0.436
C  -1.0961  0.3819  1.2751  -0.138
C  -2.2234  -0.3286  1.2633  0.114
Br  -3.4945  -1.6608  -2.5808  -0.569
C  -3.3167  -1.0356  1.2064  -0.331
C  -4.0499  -1.5882  2.3608  0.035
C  -3.6800  -1.3186  3.6790  -0.212
C  -4.3908  -1.8645  4.7343  -0.216
C  -5.4827  -2.6895  4.4915  -0.231
C  -5.8561  -2.9641  3.1843  -0.216
C  -5.1455  -2.4165  2.1261  -0.211
H  1.5775  2.6171  -0.9218  0.521
H  3.6560  5.2593  0.0612  0.214
H  5.5842  4.8875  1.5769  0.200
H  5.9948  2.6313  2.5297  0.200
H  4.4434  0.7806  1.9646  0.198
H  2.7212  -0.1123  0.5770  0.125
H  1.4941  0.7399  2.3698  0.346
H  -1.1651  1.4624  1.3964  0.236
H  -3.7410  -1.2354  0.2213  0.264
H  -2.8269  -0.6771  3.8641  0.216
H  -4.0934  -1.6470  5.7528  0.204
H  -6.0370  -3.1160  5.3183  0.203
H  -6.7040  -3.6077  2.9852  0.206
H  -5.4305  -2.6302  1.1027  0.221
C  -3.3214  3.2701  -3.6323  -0.754
S  -2.0924  2.3535  -4.5750  0.294
C  -1.2348  1.4476  -3.3352  -0.055
S  -1.5538  1.7074  -1.6647  -0.175
N  -0.4012  0.5990  -3.8578  -0.399
N  0.2579  -0.1863  -2.9457  -0.189
C  1.2355  -0.8523  -3.4360  0.063
C  2.0101  -1.7781  -2.6250  0.158
C  2.9573  -2.6166  -3.2102  -0.224
C  3.6426  -3.5045  -2.4008  -0.170
C  3.3575  -3.5405  -1.0448  -0.262
C  2.3933  -2.6738  -0.5497  0.073
N  1.7522  -1.8057  -1.3178  -0.426
H  -3.8960  3.8253  -4.3733  0.218
H  -2.8539  3.9615  -2.9364  0.230
H  -3.9743  2.5855  -3.0961  0.239
H  1.4629  -0.7328  -4.4903  0.201
H  3.1388  -2.5696  -4.2758  0.217
H  4.3860  -4.1676  -2.8245  0.212
H  3.8676  -4.2252  -0.3813  0.217
H  2.1155  -2.6632  0.4989  0.213
Se  -1.2594  -2.4742  -0.9916  -0.037

=====

One value per record, in order, for max |F|: 11.187 0.345 0.474 eV Å⁻¹.